A molecular structure, C16H30CaNOP at a distorted geometry. Source: the Open Molecules 2025 dataset; level of theory: wB97M-V/def2-TZVPD.

Last column: Mulliken charge in e.
Geometry (Å):
Ca: -1.3122 1.1650 1.4122  1.2315
P: 1.0046 2.7931 -0.3112  0.6240
O: -0.6289 -0.4763 2.3903  -0.7495
N: 1.3198 -2.3311 -1.1876  0.5356
C: -0.2938 -0.8257 4.7322  -1.4024
C: -1.0889 1.6534 -1.6432  1.5343
C: -1.9426 -0.8374 -2.4854  -0.6163
C: 2.3188 -2.7772 -0.2515  -1.0193
C: -1.2758 -0.7120 -1.2439  -0.4761
C: -2.2114 0.2746 -3.2726  -0.7602
C: 2.1942 2.0076 -1.4021  -0.9010
C: 1.8165 -1.7843 -2.4214  -1.0135
C: -1.7879 1.5323 -2.8562  -0.7394
C: -1.0535 -1.9727 -0.4426  -0.0909
C: -0.8432 0.5390 -0.8549  -0.1258
C: -0.5433 3.0157 -1.2136  -1.1145
C: -2.6394 -0.7733 3.6385  -1.5728
C: -0.0067 -2.9049 -1.1113  -1.4220
C: 1.6986 4.3386 0.2332  -1.2162
C: -1.1604 -1.1345 3.5213  0.9826
H: 1.0091 4.8090 0.9404  0.3149
H: -1.9855 -2.5595 -0.4145  0.5280
H: -3.0870 -1.1971 4.5400  0.4011
H: -2.7973 0.3196 3.7041  0.2486
H: -0.7490 -1.2140 5.6499  0.3864
H: 2.5838 -1.0167 -2.1979  0.2363
H: -0.1260 0.2510 4.8642  0.2484
H: -0.7552 -1.7902 0.6033  -0.5244
H: 2.7501 -3.7535 -0.5420  0.3142
H: 2.2988 -2.5622 -3.0528  0.3291
H: 3.1404 -2.0449 -0.2050  0.2885
H: -1.9843 2.4412 -3.4372  0.3490
H: -3.2112 -1.1454 2.7742  0.2934
H: 0.9494 1.3222 1.1441  -0.4699
H: 0.6990 -1.2740 4.6175  0.3460
H: 0.0934 -3.8127 -0.4882  0.5594
H: -1.2546 3.5268 -0.5356  0.2684
H: -0.3316 -3.1840 -2.1333  0.4516
H: 0.9885 -1.3257 -2.9901  0.2588
H: 0.8886 1.9144 1.5823  0.5270
H: 3.0795 1.7634 -0.7962  0.3524
H: -2.2677 -1.8399 -2.7772  0.3682
H: 1.7898 1.0655 -1.7971  -0.0640
H: 1.8689 -2.8867 0.7459  0.2713
H: -1.0907 -2.2133 3.3241  0.1679
H: 2.6206 4.1021 0.7712  0.3562
H: 2.5316 2.6330 -2.2469  0.4072
H: -0.4116 3.6852 -2.0791  0.4005
H: -2.7365 0.1520 -4.2264  0.3587
H: 1.9324 5.0442 -0.5720  0.3390

Properties
- DFT total energy (eV) = -48339.421
- E_HOMO (hartree) = -0.234


4 unconnected molecules or ions with the total composition C16H30Cl7NO4. Source: the Open Molecules 2025 dataset; level of theory: wB97M-V/def2-TZVPD.

Last column: Mulliken charge in e.
Geometry (Å):
Cl: 0.9896 1.0392 -1.7326  -0.1697
Cl: 1.5831 -4.2695 -1.1464  -0.1745
Cl: 0.2981 -1.9434 6.7020  -0.2056
Cl: -3.0018 -2.8260 6.5885  -0.2045
Cl: 2.4060 5.9568 -3.8244  -0.2067
Cl: 5.7341 6.6877 -3.6486  -0.2000
Cl: 0.5872 -5.7419 1.7568  -0.1625
O: 3.4594 3.2688 -0.1524  -0.4462
O: -2.7695 -2.3541 2.0093  -0.6125
O: -0.9786 -1.2166 1.4446  -0.2654
O: 1.3281 2.7739 0.2379  -0.4352
N: -0.7191 2.7693 -0.6584  -0.3681
C: -1.8974 -2.1932 1.2100  0.8203
C: 2.0538 -6.1204 0.8127  -0.4572
C: 2.6401 2.4530 0.1172  0.1735
C: 0.3377 1.8829 -0.2688  0.6663
C: -1.6772 -3.0946 0.0268  -0.5591
C: -0.5582 -2.7536 5.3598  -0.2833
C: 2.6340 -4.8949 0.1550  -0.4858
C: -1.9646 2.1565 -1.1421  -0.5224
C: -1.9846 -2.2931 5.2206  -0.1892
C: 4.6299 6.3680 -2.2818  -0.4237
C: -0.3256 -0.5667 0.3460  0.5541
C: -2.0199 1.9589 -2.6662  -0.6414
C: -4.1148 0.5196 -2.7710  -1.2662
C: 3.5773 5.3469 -2.6200  -0.1808
C: -2.6206 0.6158 -3.0671  -0.0473
C: -0.0103 0.8441 0.8236  -1.0026
H: -2.4526 0.4387 -4.1321  0.3782
H: 2.7762 -4.0935 0.8754  0.2996
H: -0.8841 1.2207 1.3582  0.1487
H: 1.7861 -6.8758 0.0786  0.3203
H: -1.0267 2.0806 -3.0936  0.3323
H: -2.1865 1.2099 -0.6286  0.0099
H: 4.0211 4.4412 -3.0247  0.3120
H: 3.0175 5.0929 -1.7239  0.0676
H: 2.7798 -6.5368 1.5085  0.3183
H: 5.2384 5.9939 -1.4605  0.2858
H: 4.1832 7.3164 -1.9951  0.3433
H: 2.8864 1.4064 0.3514  0.3760
H: -2.0985 -0.1913 -2.5372  -0.1449
H: -4.6567 1.3351 -3.2551  0.3452
H: -1.0964 -3.9566 0.3584  -0.0893
H: -2.0469 -1.2095 5.1666  0.3138
H: -0.0160 -2.5129 4.4465  0.1411
H: -4.5315 -0.4186 -3.1405  0.3776
H: -2.4123 -2.7118 4.3133  0.0744
H: 0.5836 -1.1091 0.0802  0.3868
H: -2.6409 2.7525 -3.0931  0.3873
H: 3.5911 -5.1407 -0.3010  0.3493
H: -0.9203 3.3255 0.1664  0.3387
H: -2.6428 -3.4354 -0.3396  0.3379
H: 0.8282 0.8035 1.5193  0.3836
H: -0.5038 -3.8246 5.5376  0.3598
H: -1.1329 -2.6288 -0.7903  0.2555
H: -2.7615 2.8399 -0.8489  0.4745
H: -0.9760 -0.5515 -0.5284  -0.4959
H: -4.3211 0.5663 -1.6986  0.3086

Properties
- structure (SMILES) = CCCCN[C@](Cl)(CCOC(C)=O)OC=O.ClCCCl.ClCCCl.ClCCCl
- DFT total energy (eV) = -114416.276
- E_HOMO (hartree) = -0.372


A molecular structure, C16H30F18Mg2N3O17S6 at a distorted geometry. Source: the Open Molecules 2025 dataset; level of theory: wB97M-V/def2-TZVPD.

Last column: Mulliken charge in e.
Geometry (Å):
S: -4.4506 0.3292 -4.1089  1.1397
S: 0.1741 -0.3163 0.4694  0.7556
S: 3.5497 -3.0866 -4.0694  0.8964
S: 4.5511 -1.2361 -5.5271  1.0912
S: 1.7323 -2.5033 0.4310  0.3987
S: -6.3026 -0.0643 -5.9554  0.9990
Mg: 3.4190 0.1129 0.6954  1.2609
Mg: 5.0852 -5.2323 0.0899  0.7260
F: 7.3002 -1.0287 -5.7760  -0.2243
F: -5.0720 2.1245 -7.1072  -0.2098
F: 1.3550 -4.4428 2.1037  -0.2117
F: 5.0438 -4.5076 -5.8226  -0.1839
F: 3.1780 -5.4777 -5.2391  -0.1970
F: 2.0318 -2.5336 3.0727  -0.2121
F: 1.0701 1.4103 -1.4077  -0.1961
F: -0.0978 -2.9378 2.4878  -0.1156
F: -3.6103 1.2936 -1.8163  -0.1757
F: -4.6431 2.7733 -2.9781  -0.2236
F: -5.8427 0.5831 -8.4813  -0.1717
F: -0.8927 0.8148 -1.7587  -0.0147
F: -7.1396 1.9870 -7.4806  -0.1860
F: 6.2142 0.8447 -5.0317  -0.2110
F: 4.7782 -5.4625 -3.7826  -0.2014
F: -2.6168 2.2850 -3.5213  -0.1968
F: 0.6707 -0.6296 -2.2471  -0.1475
F: 6.2330 0.1852 -7.1380  -0.2010
O: 0.7645 -2.9688 -0.5485  -0.4250
O: 2.9612 1.9510 1.0725  0.1064
O: -4.3122 -0.9257 -3.4274  -0.5390
O: -2.4446 1.3541 2.3984  -0.4127
O: 4.3498 -2.1312 -6.6350  -0.5553
O: -2.5774 -3.0457 6.4812  -0.5840
O: 3.4814 -0.2040 -5.3663  -0.5897
O: 3.3259 -3.3156 -2.6429  -0.6159
O: -3.6991 0.4864 -5.3622  -0.5193
O: -7.7432 -0.2397 -5.8519  -0.5969
O: 0.0487 0.8268 1.3774  -0.6315
O: -0.8617 -1.3839 0.4909  -0.5131
O: -0.0345 -3.1924 6.0392  -0.5649
O: -0.9860 4.1988 -1.6279  -0.4950
O: -5.5214 -1.2527 -6.3055  -0.5137
O: 2.3404 -2.7231 -4.8198  -0.5541
O: 3.1010 -2.9992 0.1947  -0.2016
N: 1.8531 -0.9029 0.6498  -0.2251
N: -5.9935 0.6246 -4.3231  -0.3170
N: 4.9610 -1.9699 -4.1155  -0.4360
C: 0.9131 -0.9824 5.9423  -0.5768
C: 3.7150 3.0301 0.7169  -0.3307
C: -3.1939 -3.1836 5.2199  -0.6578
C: -1.8126 3.0556 4.1507  -1.0331
C: 0.4283 -2.1045 6.8674  -0.3622
C: -2.8746 -1.8371 4.5228  -0.4465
C: 4.2158 -4.8023 -4.7913  0.5952
C: -6.0767 1.2606 -7.4046  0.7041
C: 6.1554 -0.2562 -5.8633  0.5530
C: 4.5831 3.6602 1.8419  -1.2129
C: -1.4633 4.4805 0.5559  -1.2825
C: 0.2569 0.3137 -1.3566  0.4453
C: -3.7758 1.7918 -3.0288  0.6867
C: -2.3415 1.6550 3.8163  0.2026
C: -0.3578 4.0152 -0.3582  0.4535
C: 1.2030 -3.1082 2.1517  0.6310
H: -1.7876 -1.7625 4.4932  -0.1322
H: 2.3756 2.3371 1.7279  0.1616
H: 1.8447 -1.2648 5.4520  0.1110
H: 1.2683 -0.1398 6.5355  0.4368
H: 0.5267 4.6434 -0.2526  0.2738
H: -3.3779 -1.0650 5.1048  0.3488
H: -2.3537 3.8011 3.5680  0.2307
H: -2.2393 3.7201 0.4683  0.2966
H: -1.5761 1.1174 2.0646  0.3043
H: -1.0436 4.4498 1.5614  0.2421
H: 4.3933 2.8681 -0.1208  0.5248
H: 0.2634 -0.5935 5.1583  0.0185
H: -3.2804 -1.8070 3.5116  0.3578
H: -0.4306 -1.7844 7.4573  0.2395
H: -0.2977 3.9390 -2.2446  0.2650
H: -2.8816 -3.9351 4.4948  0.2607
H: 4.0711 3.8402 2.7872  0.3933
H: -1.8002 5.4471 0.1814  0.4244
H: -1.9717 0.8489 4.4500  -0.0893
H: -1.8242 3.3390 5.2031  0.4413
H: -0.7671 3.1488 3.8568  0.1647
H: 5.5107 3.1012 1.9656  0.3039
H: -0.9927 -3.1847 6.0980  0.4627
H: -0.0847 2.9946 -0.0903  -0.1864
H: 3.1465 3.8779 0.3345  0.1535
H: -3.4185 1.7386 3.9623  0.2985
H: -3.3032 -3.0609 7.1094  0.3460
H: -4.2776 -3.2938 5.1818  0.4408
H: 4.8579 4.6905 1.6161  0.4011
H: 1.1443 -2.4706 7.6032  0.3325

Properties
- DFT total energy (eV) = -181147.064
- net charge = +1
- E_HOMO (hartree) = -0.378


2 unconnected molecules or ions with the total composition C16H30N4O6 at a distorted geometry. Source: the Open Molecules 2025 dataset; level of theory: wB97M-V/def2-TZVPD.

Last column: Mulliken charge in e.
Geometry (Å):
O: 1.1371 -1.2603 4.8543  -0.5969
O: 0.5778 -5.7165 2.9552  -0.6604
O: -0.3243 -1.1099 1.7835  -0.6704
O: -0.1000 4.5958 -2.4280  -0.7109
O: -0.0450 1.0144 -0.9975  -0.5268
O: -3.7481 2.0365 -3.8355  -0.6153
N: 1.4115 -2.2110 1.0410  -0.0609
N: -2.5358 3.3724 -2.4807  -0.1618
N: 1.4681 -3.7610 3.6151  -0.0242
N: 1.0430 2.8534 -3.3064  -0.0595
C: 2.3207 3.9183 -5.1411  -0.1285
C: -1.3225 2.5320 -2.4419  0.0589
C: -0.0718 3.3968 -2.6941  0.1221
C: 2.4038 -3.2726 0.8801  -0.8427
C: -0.4332 -2.8144 5.7038  -1.3358
C: -4.7770 4.1139 -3.3095  -1.2109
C: 2.2450 3.6004 -3.6656  -0.6887
C: 1.4815 -5.0855 3.4849  0.7071
C: 0.3311 -2.8885 3.2641  -0.0234
C: -2.4007 0.8592 -0.8581  -1.3661
C: -3.6529 3.0979 -3.2396  0.7766
C: -1.2266 1.8139 -1.0812  0.2262
C: 0.4715 -2.0252 1.9822  0.0819
C: -0.0029 -2.0031 4.4788  -0.0058
C: 1.3590 3.5953 -6.0754  -0.7113
C: 2.6966 -5.8045 4.0216  -1.2096
H: 1.3629 -1.5378 0.2921  0.2278
H: 2.8971 -3.1708 -0.0878  0.3799
H: -2.4313 4.3299 -2.1471  0.2866
H: 1.0495 1.8437 -3.4162  0.2743
H: 3.1608 -3.2041 1.6623  0.2280
H: -3.3437 1.4094 -0.7995  0.3182
H: -2.2710 0.3101 0.0795  0.4754
H: 1.4888 3.8677 -7.1183  0.2623
H: 2.2372 -3.3133 4.0903  0.2708
H: 0.3896 -3.4334 6.0620  0.2792
H: -0.5400 -3.5183 3.0847  0.4436
H: -1.2127 2.5630 -0.2814  0.1852
H: -0.7418 -2.1374 6.4999  0.4209
H: -4.4066 5.0511 -3.7323  0.3344
H: 3.5729 -5.5086 3.4488  0.2923
H: -0.0434 0.5374 -0.1432  0.2498
H: -5.1705 4.3041 -2.3081  0.3186
H: 1.9168 -4.2493 0.9150  0.2612
H: -5.5869 3.7385 -3.9412  0.3127
H: 3.1219 3.0079 -3.3858  0.3918
H: 2.3038 4.5359 -3.0984  0.3171
H: 0.4428 3.0741 -5.8152  0.2324
H: 0.8329 -0.5080 5.3683  0.3601
H: -0.8114 -1.3179 4.2228  0.4937
H: -2.4702 0.1384 -1.6784  0.2957
H: 2.8339 -5.5511 5.0712  0.3234
H: -1.2749 -3.4553 5.4408  0.3463
H: -1.3556 1.7754 -3.2312  0.3863
H: 2.5411 -6.8784 3.9252  0.3413
H: 3.2021 4.4496 -5.4886  0.3277

Properties
- structure (SMILES) = C=CCNC(=O)[C@H](NC(C)=O)[C@@H](C)O.CNC(=O)[C@@H](NC(C)=O)[C@@H](C)O
- DFT total energy (eV) = -35325.207
- E_HOMO (hartree) = -0.347


no.,E_LUMO (Eh)
1,-0.030
2,0.004
3,-0.335
4,0.017